1.
Here is 6 unconnected molecules or ions with the total composition C39H45N2OPS from the OMol25 dataset. Energies are from wB97M-V/def2-TZVPD.

Element x y z (Å)
1 C -0.149 0.972 1.883
2 C 0.769 1.710 1.672
3 C 1.835 2.723 1.561
4 N 1.628 3.923 2.351
5 C 0.454 4.707 2.027
6 C -0.739 4.336 2.840
7 C -1.600 3.929 3.564
8 C 0.052 4.682 0.559
9 N 1.070 5.333 -0.280
10 C 0.788 6.166 2.464
11 O 0.963 6.055 3.888
12 C 1.459 7.248 4.476
13 P -0.595 7.380 2.137
14 S -0.226 8.397 0.488
15 H -1.064 0.461 1.778
16 H 2.084 2.924 0.527
17 H 2.724 2.241 1.965
18 H 1.635 3.671 3.328
19 H -2.256 3.502 4.265
20 H -0.223 3.686 0.210
21 H -0.853 5.272 0.439
22 H 0.611 5.537 -1.160
23 H 1.811 4.681 -0.517
24 H 1.745 6.459 2.041
25 H 0.621 7.780 4.933
26 H 1.930 7.917 3.755
27 H 2.134 6.995 5.288
28 H -1.791 6.671 1.904
29 H -0.726 8.312 3.180
30 C 5.529 2.457 -2.250
31 C 4.257 1.997 -1.939
32 C 4.096 0.770 -1.308
33 C 5.209 0.007 -0.982
34 C 6.481 0.469 -1.291
35 C 6.641 1.691 -1.928
36 H 5.654 3.412 -2.744
37 H 3.390 2.596 -2.188
38 H 3.103 0.408 -1.070
39 H 5.085 -0.947 -0.486
40 H 7.349 -0.126 -1.035
41 H 7.633 2.048 -2.174
42 C -3.895 -1.760 -2.185
43 C -4.169 -0.658 -1.387
44 C -3.158 0.238 -1.069
45 C -1.873 0.035 -1.556
46 C -1.600 -1.066 -2.356
47 C -2.610 -1.966 -2.667
48 H -4.683 -2.461 -2.431
49 H -5.172 -0.497 -1.013
50 H -3.370 1.095 -0.442
51 H -1.085 0.736 -1.311
52 H -0.599 -1.223 -2.737
53 H -2.396 -2.828 -3.287
54 C -3.999 -7.718 -3.556
55 C -3.374 -7.350 -4.739
56 C -3.558 -6.075 -5.255
57 C -4.362 -5.164 -4.583
58 C -4.985 -5.532 -3.398
59 C -4.807 -6.809 -2.886
60 H -3.857 -8.714 -3.155
61 H -2.742 -8.058 -5.260
62 H -3.076 -5.790 -6.181
63 H -4.503 -4.168 -4.983
64 H -5.611 -4.821 -2.872
65 H -5.297 -7.097 -1.964
66 C 6.887 7.775 5.683
67 C 5.741 7.626 4.914
68 C 5.342 6.363 4.500
69 C 6.084 5.247 4.861
70 C 7.228 5.395 5.633
71 C 7.632 6.659 6.040
72 H 7.201 8.760 6.004
73 H 5.159 8.496 4.637
74 H 4.451 6.248 3.894
75 H 5.770 4.262 4.541
76 H 7.806 4.525 5.916
77 H 8.527 6.775 6.638
78 C -6.431 -13.346 -1.933
79 C -6.245 -12.027 -1.543
80 C -5.774 -11.093 -2.455
81 C -5.497 -11.476 -3.761
82 C -5.686 -12.794 -4.151
83 C -6.149 -13.730 -3.237
84 H -6.795 -14.075 -1.221
85 H -6.467 -11.727 -0.527
86 H -5.624 -10.065 -2.148
87 H -5.135 -10.746 -4.474
88 H -5.472 -13.092 -5.170
89 H -6.292 -14.759 -3.541

Computed properties:
energy = -66319.0037 eV

=====

2.
Here is 7 unconnected molecules or ions with the total composition C31H58BrNO6S from the OMol25 dataset. Energies are from wB97M-V/def2-TZVPD.

Element x y z (Å)
1 C -1.532 -2.376 1.191
2 C -1.606 -0.914 0.831
3 C -2.859 -0.344 0.598
4 C -3.010 1.002 0.302
5 C -1.894 1.818 0.217
6 C -0.641 1.264 0.419
7 C -0.483 -0.090 0.718
8 N 0.824 -0.603 0.897
9 C 1.644 0.132 1.781
10 C 2.364 -0.510 2.789
11 C 3.165 0.230 3.642
12 C 3.245 1.605 3.475
13 Br 4.348 2.576 4.695
14 C 2.555 2.266 2.476
15 C 1.758 1.511 1.627
16 S 0.838 2.244 0.300
17 H -0.713 -2.536 1.892
18 H -2.425 -2.646 1.744
19 H -1.411 -3.021 0.326
20 H -3.722 -0.990 0.660
21 H -3.987 1.428 0.153
22 H -1.997 2.868 -0.009
23 H 0.818 -1.577 1.153
24 H 2.281 -1.583 2.871
25 H 3.709 -0.281 4.417
26 H 2.627 3.334 2.354
27 C 7.887 -0.708 4.168
28 C 7.017 -1.954 4.094
29 C 7.731 -3.103 3.403
30 O 5.806 -1.665 3.391
31 H 8.152 -0.369 3.163
32 H 7.350 0.106 4.656
33 H 8.808 -0.901 4.721
34 H 6.724 -2.251 5.103
35 H 7.976 -2.831 2.374
36 H 7.083 -3.978 3.355
37 H 8.653 -3.381 3.916
38 H 6.049 -1.403 2.497
39 C 6.118 -6.745 -0.021
40 C 6.477 -5.270 0.078
41 C 6.456 -4.600 -1.285
42 O 7.755 -5.116 0.699
43 H 6.846 -7.274 -0.642
44 H 6.132 -7.210 0.966
45 H 5.128 -6.882 -0.458
46 H 5.769 -4.764 0.737
47 H 7.193 -5.058 -1.953
48 H 6.715 -3.544 -1.192
49 H 5.464 -4.673 -1.739
50 H 8.416 -5.554 0.153
51 C 2.309 -2.125 -1.126
52 C 3.076 -2.515 -2.380
53 C 2.234 -2.325 -3.631
54 O 3.517 -3.873 -2.284
55 H 1.421 -2.754 -1.012
56 H 2.928 -2.269 -0.239
57 H 1.989 -1.083 -1.158
58 H 3.982 -1.912 -2.455
59 H 1.343 -2.959 -3.592
60 H 2.798 -2.610 -4.520
61 H 1.914 -1.288 -3.739
62 H 2.736 -4.432 -2.215
63 C -7.080 4.195 -1.907
64 C -5.689 3.617 -1.709
65 C -5.373 2.561 -2.755
66 O -5.583 3.051 -0.401
67 H -7.827 3.403 -1.804
68 H -7.300 4.949 -1.149
69 H -7.189 4.652 -2.892
70 H -4.945 4.413 -1.759
71 H -6.086 1.734 -2.693
72 H -4.376 2.150 -2.594
73 H -5.415 2.980 -3.761
74 H -6.231 2.338 -0.342
75 C -0.713 5.602 -4.021
76 C -1.951 5.486 -3.145
77 C -1.745 6.164 -1.798
78 O -2.292 4.114 -2.953
79 H 0.139 5.112 -3.543
80 H -0.877 5.109 -4.980
81 H -0.453 6.645 -4.205
82 H -2.803 5.939 -3.655
83 H -0.922 5.690 -1.255
84 H -2.639 6.071 -1.181
85 H -1.513 7.223 -1.918
86 H -1.555 3.687 -2.502
87 C -9.650 -0.626 0.582
88 C -8.736 0.576 0.400
89 C -9.360 1.843 0.966
90 O -8.431 0.757 -0.985
91 H -10.593 -0.471 0.052
92 H -9.187 -1.523 0.170
93 H -9.871 -0.800 1.636
94 H -7.783 0.387 0.896
95 H -10.295 2.072 0.447
96 H -8.693 2.696 0.827
97 H -9.573 1.739 2.031
98 H -9.256 0.926 -1.451

Computed properties:
energy = -127741.2101 eV

=====

3.
Here is 2 unconnected molecules or ions with the total composition C5H15N2 from the OMol25 dataset. Energies are from wB97M-V/def2-TZVPD.

Element x y z (Å)
1 C 0.258 0.847 0.456
2 C -0.332 -0.417 0.958
3 C -0.710 -1.396 -0.046
4 C 0.360 -2.609 -0.050
5 C 0.600 -3.212 1.345
6 N 0.265 4.640 -2.055
7 N -0.673 1.885 -0.062
8 H 0.886 1.371 1.179
9 H 0.833 0.643 -0.452
10 H 0.359 4.020 -1.247
11 H -0.888 -0.371 1.908
12 H -0.711 -0.969 -1.049
13 H -1.630 -1.914 0.281
14 H -0.126 -3.368 -0.680
15 H 1.272 -2.179 -0.494
16 H 1.542 -3.755 1.426
17 H 0.548 -2.458 2.119
18 H 1.167 5.005 -2.312
19 H -0.120 -3.995 1.606
20 H -0.290 4.374 -2.848
21 H -1.409 1.527 -0.674
22 H -1.201 2.330 0.689

Computed properties:
energy relative to the best compared isomer or geometry (same formula, charge and spin) = 375.87 kJ/mol
net charge = +1